Entry 1:
Here is the ion C5H12NO with charge -1 in a non-equilibrium geometry from the OMol25 dataset. Energies are from wB97M-V/def2-TZVPD.

Last column: natural (NBO) charge in e.
Element x y z (Å)
C1 1.2035 1.9294 2.0213  -0.61
C2 1.0590 1.5086 0.4814  -0.40
C3 0.7565 -0.0274 0.3918  -0.24
N1 -0.3444 -0.1481 -0.5819  -0.65
C4 -1.2018 -1.4330 -0.4796  -0.25
C5 -1.6044 -1.7457 -1.9788  0.08
O1 -2.6453 -1.1513 -2.3052  -0.87
H1 0.4492 1.4741 2.5908  0.20
H2 1.0456 2.9662 2.0051  0.19
H3 2.1775 1.7403 2.3851  0.19
H4 1.9133 1.7441 -0.3327  0.18
H5 0.2179 2.0659 -0.0053  0.22
H6 1.6622 -0.7343 0.2101  0.15
H7 0.2174 -0.3913 1.2731  0.18
H8 0.0024 -0.1848 -1.5243  0.34
H9 -0.6042 -2.0993 -0.0600  0.13
H10 -2.1467 -1.1338 0.2296  0.16
H11 -1.6290 -2.9680 -1.8342  -0.01
H12 -0.5287 -1.4114 -2.4862  -0.01

Structure (SMILES): CCCNCC[O-]
F_max: 0.128 Eh/bohr
Total charge: -1
Multiplicity: 1
HOMO level: -2.39 eV
Relative energy (zero: lowest compared OMol25 entry of this formula, charge and spin): 65.3 kcal/mol

Entry 2:
Here is a cluster of 2 separate species, C5H12NO in total in a non-equilibrium geometry from the OMol25 dataset. Energies are from wB97M-V/def2-TZVPD.

Last column: Mulliken spin population.
Element x y z (Å)
C1 -1.0407 -2.0750 -0.2166  0.03
C2 -0.6990 -1.0477 -1.3296  -0.02
C3 -0.2953 0.2399 -0.7308  0.07
C4 -1.0927 1.1991 -0.2257  -0.01
C5 2.0243 1.0718 -0.7603  0.77
N1 1.0693 0.2772 -0.2155  0.19
H1 -1.7861 -1.5539 0.4170  0.00
H2 -1.5320 -2.9862 -0.5479  0.00
H3 -0.2123 -2.2899 0.4554  -0.01
H4 0.1885 -1.4625 -1.8481  0.00
H5 -1.6039 -0.9875 -1.9323  0.00
H6 -2.1078 0.9357 0.0672  0.00
H7 -0.7109 2.1877 0.0037  -0.01
H8 2.6334 1.7052 -0.1093  0.01
H9 2.3366 0.9511 -1.8022  0.01
H10 1.1948 0.0463 0.7633  -0.02
H11 0.9630 1.0246 3.2907  0.00
H12 0.0195 1.7340 2.3418  0.00
O1 0.6513 1.0301 2.3792  0.00

F_max: 0.046 Eh/bohr
Multiplicity: 2
Expectation value of S²: 0.754
HOMO level (spin up / spin down): -6.10 / -8.90 eV
Relative energy (zero: lowest compared OMol25 entry of this formula, charge and spin): 33.6 kcal/mol

Entry 3:
Here is a cluster of 2 separate species, C5H12NO in total from the OMol25 dataset. Energies are from wB97M-V/def2-TZVPD.

Last column: Mulliken spin population.
Element x y z (Å)
C1 0.7800 2.2743 0.4694  0.12
C2 0.1594 1.6460 -0.7275  0.72
C3 -0.6517 2.2152 -1.6074  -0.05
N1 0.5882 0.2512 -0.9472  1.47
H1 0.4688 3.3164 0.5481  -0.04
H2 0.4815 1.7741 1.3918  -0.06
H3 1.8712 2.2179 0.4084  -0.14
H4 -1.0587 1.6567 -2.4363  -0.08
H5 -0.9041 3.2598 -1.4832  0.02
H6 0.2467 -0.3581 -0.1952  -0.32
H7 1.6692 0.1459 -0.9458  -0.54
H8 0.2636 -0.1194 -1.8757  -0.14
O1 0.0481 -3.6915 2.3924  -0.03
C4 0.1052 -3.0490 1.3772  0.14
C5 -1.0603 -2.2843 0.8126  0.13
H9 1.0539 -2.9992 0.8089  -0.10
H10 -2.0014 -2.7030 1.1641  -0.01
H11 -1.0609 -2.3149 -0.2788  -0.08
H12 -0.9989 -1.2380 1.1242  0.00

F_max: 0.007 Eh/bohr
Multiplicity: 2
Expectation value of S²: 0.751
HOMO level (spin up / spin down): -3.86 / -10.06 eV
Relative energy (zero: lowest compared OMol25 entry of this formula, charge and spin): 54.0 kcal/mol

Entry 4:
Here is a cluster of 2 separate species, C5H12NO in total in a non-equilibrium geometry from the OMol25 dataset. Energies are from wB97M-V/def2-TZVPD.

Last column: natural (NBO) charge in e.
Element x y z (Å)
C1 -0.7033 -2.3602 -0.8068  -0.64
C2 -1.2213 -0.8926 -0.6400  -0.28
C3 -1.1775 -0.0039 -1.6139  0.11
O1 -1.1350 1.4242 -1.3693  -0.74
H1 -1.5675 -3.0069 -0.6310  0.23
H2 -0.4534 -2.4748 -1.8771  0.22
H3 0.1189 -2.6683 -0.1540  0.22
H4 -1.5850 -0.6026 0.3295  0.21
H5 -1.1267 -0.2074 -2.6717  0.19
H6 -1.5433 1.8224 -2.1782  0.50
C4 1.2049 -0.0577 1.5785  -0.44
C5 1.0760 2.1230 0.6525  0.14
N1 1.2957 1.3511 1.6792  -0.39
H7 0.5098 -0.3994 2.3273  0.24
H8 2.1817 -0.4781 1.7652  0.25
H9 0.9101 -0.2793 0.5278  0.25
H10 0.8800 1.6890 -0.3568  0.27
H11 1.1093 3.1879 0.8606  0.23
H12 1.2265 1.8336 2.5783  0.44

F_max: 0.073 Eh/bohr
Total charge: +1
Multiplicity: 1
HOMO level: -12.53 eV
Relative energy (zero: lowest compared OMol25 entry of this formula, charge and spin): 49.5 kcal/mol

Entry 5:
Here is a cluster of 2 separate species, C5H12NO in total in a non-equilibrium geometry from the OMol25 dataset. Energies are from wB97M-V/def2-TZVPD.

Last column: natural (NBO) charge in e.
Element x y z (Å)
C1 -1.3427 0.5032 1.9112  -0.60
C2 -0.0074 -0.2049 1.7127  -0.48
C3 0.6327 -0.4140 0.3800  0.16
C4 1.6248 -1.2629 0.1083  -0.32
C5 0.0270 1.7139 -0.8177  0.09
N1 0.2841 0.4547 -0.7195  -0.43
H1 -2.1520 -0.2455 1.9662  0.23
H2 -1.3594 0.9963 2.8871  0.24
H3 -1.5528 1.1994 1.1061  0.19
H4 0.7118 0.4114 2.3285  0.24
H5 0.0385 -1.1733 2.2072  0.25
H6 2.2725 -1.6226 0.9047  0.25
H7 1.7655 -1.6130 -0.9085  0.23
H8 0.5071 2.2034 -1.6589  0.22
H9 -0.4580 2.3693 -0.1120  0.22
H10 0.4897 0.1216 -1.6831  0.48
H11 -0.9386 -1.6553 -2.8142  0.50
H12 -0.1989 -0.8748 -3.8724  0.50
O1 -0.3438 -0.9070 -2.9256  -0.97

F_max: 0.054 Eh/bohr
Total charge: +1
Multiplicity: 1
HOMO level: -13.74 eV
Relative energy (zero: lowest compared OMol25 entry of this formula, charge and spin): 48.8 kcal/mol

Entry 6:
Here is a cluster of 2 separate species, C5H12NO in total in a non-equilibrium geometry from the OMol25 dataset. Energies are from wB97M-V/def2-TZVPD.

Last column: natural (NBO) charge in e.
Element x y z (Å)
C1 1.3584 -1.0608 -2.5452  -0.61
C2 0.6873 -1.5545 -1.2004  -0.49
C3 -0.3703 -0.6844 -0.6953  -0.01
C4 -0.3396 0.0900 0.4263  -0.12
N1 -1.6672 0.5540 0.7997  -0.42
C5 -1.9883 1.4360 1.6892  0.11
H1 1.3397 -1.6954 -3.4427  0.24
H2 1.1129 -0.0264 -2.8478  0.22
H3 2.4533 -0.9033 -2.1476  0.23
H4 0.2198 -2.5287 -1.4858  0.25
H5 1.4955 -1.7964 -0.4982  0.23
H6 -1.2672 -0.6846 -1.3184  0.20
H7 0.1233 -0.4073 1.2787  0.25
H8 -2.2783 0.6317 -0.0220  0.44
H9 -1.3716 2.3241 1.9499  0.25
H10 -3.0732 1.5320 1.8312  0.21
H11 0.6373 1.9730 3.1798  0.48
H12 1.9054 1.2574 2.6518  0.49
O1 1.0228 1.5437 2.3969  -0.96

F_max: 0.067 Eh/bohr
Total charge: +1
Multiplicity: 1
HOMO level: -13.74 eV
Relative energy (zero: lowest compared OMol25 entry of this formula, charge and spin): 81.1 kcal/mol

Entry 7:
Here is the ion C5H12NO with charge +1 in a non-equilibrium geometry from the OMol25 dataset. Energies are from wB97M-V/def2-TZVPD.

Last column: natural (NBO) charge in e.
Element x y z (Å)
C1 0.8462 0.6400 1.5878  -0.04
O1 0.8010 1.4739 0.2515  -0.79
C2 0.3649 -0.8799 1.4934  -0.42
C3 -1.0203 -0.9743 0.7589  -0.43
C4 -1.0669 -0.3852 -0.5848  -0.50
C5 -0.2842 -0.6247 -1.6804  0.15
N1 0.0521 0.4426 -2.4947  -0.80
H1 0.2881 1.3579 2.2524  0.22
H2 1.8968 0.7018 1.8952  0.22
H3 1.3909 2.2624 -0.1854  0.59
H4 0.1941 -1.1002 2.6343  0.27
H5 1.2757 -1.3082 1.0151  0.23
H6 -1.7633 -0.3913 1.4100  0.23
H7 -1.3575 -2.0034 0.7365  0.24
H8 -2.0508 -0.0637 -0.8013  0.26
H9 0.2740 -1.5076 -1.9165  0.22
H10 0.6974 0.3346 -3.3209  0.41
H11 -0.6433 1.0821 -2.7116  0.39
H12 0.1052 0.9429 -0.3397  0.55

F_max: 0.078 Eh/bohr
Total charge: +1
Multiplicity: 1
HOMO level: -12.31 eV
Relative energy (zero: lowest compared OMol25 entry of this formula, charge and spin): 88.1 kcal/mol

Entry 8:
Here is the ion C5H12NO with charge +1 in a non-equilibrium geometry from the OMol25 dataset. Energies are from wB97M-V/def2-TZVPD.

Last column: natural (NBO) charge in e.
Element x y z (Å)
C1 -0.1706 -1.1067 2.4567  -0.31
C2 -1.0128 -0.9021 1.4226  -0.23
C3 -0.6811 -1.0764 -0.0456  -0.46
C4 -0.5448 0.3099 -0.7397  -0.04
N1 0.1023 0.2355 -2.1139  -0.68
C5 0.4223 1.2322 0.0241  -0.11
O1 1.7410 0.7718 -0.2935  -0.75
H1 0.2910 -2.0883 2.6186  0.19
H2 0.2679 -0.4383 3.2068  0.22
H3 -1.6078 -0.0237 1.6812  0.19
H4 -1.2895 -1.7622 -0.6430  0.23
H5 0.3454 -1.4333 0.0038  0.24
H6 -1.5303 0.7482 -0.9758  0.23
H7 -0.1032 1.0955 -2.6186  0.44
H8 -0.2424 -0.5414 -2.6840  0.44
H9 1.1140 0.0641 -2.0023  0.47
H10 0.2959 2.2869 -0.2252  0.19
H11 0.2269 1.1484 1.0941  0.22
H12 2.3759 1.4800 -0.1664  0.51

Structure (SMILES): C=CC[C@H]([NH3+])CO
F_max: 0.060 Eh/bohr
Total charge: +1
Multiplicity: 1
HOMO level: -12.65 eV
Relative energy (zero: lowest compared OMol25 entry of this formula, charge and spin): 53.4 kcal/mol

Entry 9:
Here is a cluster of 2 separate species, C5H12NO in total in a non-equilibrium geometry from the OMol25 dataset. Energies are from wB97M-V/def2-TZVPD.

Last column: natural (NBO) charge in e.
Element x y z (Å)
C1 -2.1445 0.1561 -1.1543  -0.09
C2 -1.0204 0.0934 -0.1754  0.28
C3 1.6545 0.4878 -0.9866  -0.65
C4 1.2326 -1.0606 1.0001  -0.71
C5 0.9314 -0.6931 -0.4349  -0.04
N1 -0.9418 0.9076 1.0485  -0.76
O1 -2.0942 -0.8385 -0.1771  -0.47
H1 -2.9194 0.8290 -0.9486  0.19
H2 -1.9358 -0.0350 -2.1141  0.20
H3 1.1042 0.8610 -1.8051  0.24
H4 2.6348 0.1406 -1.1029  0.25
H5 1.5515 1.3889 -0.2904  0.20
H6 1.2101 -0.4093 1.8355  0.20
H7 2.2464 -1.4472 1.1754  0.28
H8 0.6674 -1.8326 1.4029  0.25
H9 0.7719 -1.6056 -1.0946  0.26
H10 -1.8627 0.7040 1.4910  0.46
H11 -1.0314 1.8753 0.7753  0.45
H12 -0.0546 0.4782 1.5555  0.48

F_max: 0.083 Eh/bohr
Total charge: +1
Multiplicity: 1
HOMO level: -13.97 eV
Relative energy (zero: lowest compared OMol25 entry of this formula, charge and spin): 102.9 kcal/mol

Entry 10:
Here is a cluster of 2 separate species, C5H12NO in total in a non-equilibrium geometry from the OMol25 dataset. Energies are from wB97M-V/def2-TZVPD.

Last column: natural (NBO) charge in e.
Element x y z (Å)
C1 -1.8145 1.3959 0.0872  -0.11
C2 -0.3515 -0.5975 -0.1743  0.43
C3 1.6563 1.0214 0.3527  -0.41
C4 0.6446 -0.6127 2.0707  -0.40
C5 -1.1135 -0.9742 -2.3405  -0.25
N1 0.9265 -0.2486 0.6087  -0.47
O1 -0.0071 -0.7082 -1.4672  -0.52
H1 -2.5705 1.5656 -0.5651  0.11
H2 -2.0332 1.8041 1.0328  0.12
H3 2.4960 0.9370 0.9634  0.23
H4 2.0550 0.7984 -0.6674  0.24
H5 0.8567 1.7564 0.4467  0.25
H6 1.5606 -0.6527 2.5274  0.22
H7 0.1703 0.2533 2.4391  0.22
H8 0.0314 -1.5522 2.2852  0.27
H9 -1.2803 -0.2299 -3.0451  0.21
H10 -1.8742 -1.1012 -1.6791  0.21
H11 -0.8250 -1.7391 -3.0990  0.23
H12 1.4725 -1.1156 0.2238  0.44

F_max: 0.101 Eh/bohr
Total charge: +1
Multiplicity: 1
HOMO level (spin up / spin down): -13.13 / -12.91 eV
Relative energy (zero: lowest compared OMol25 entry of this formula, charge and spin): 201.3 kcal/mol

Computed E (eV) in order:
-8914.233 -8913.730 -8912.846 -8908.484 -8908.513 -8907.112 -8906.808 -8908.315 -8906.165 -8901.900